Record 1
The following is a DFT calculation (the ωB97M-V functional and the def2-TZVPD basis) of C3H10N2S as an isolated structure in a non-equilibrium geometry.

```
16
C3H10N2S | the Open Molecules 2025 dataset | the ωB97M-V functional and the def2-TZVPD basis
C -0.8013 -0.5730 0.5818
C -1.9979 -0.0362 -0.1093
S -2.8259 1.3919 0.3514
N 0.5607 0.1301 0.5340
C 0.9525 0.4186 -0.6671
N 2.1307 1.0081 -0.9399
H -0.6461 -1.6026 0.2852
H -0.9378 -0.5075 1.6625
H 0.6325 -2.8954 1.1273
H -2.3312 -0.5328 -1.0122
H -1.8081 2.2591 0.1999
H 1.2958 -2.5696 1.2154
H 0.1645 1.1598 0.1473
H 0.3880 0.1531 -1.5659
H 2.4553 1.7048 -0.2882
H 2.7682 0.4915 -1.5221
```

HOMO-LUMO gap (spin up / spin down) (hartree): 0.2748 / 0.3105
M (g mol⁻¹): 106.19
Highest occupied orbital energy (spin up / spin down) (eV): -12.671 / -13.750
Lowest unoccupied orbital energy (spin up / spin down) (eV): -5.19 / -5.30
Charge: +1
2S+1: 2

Record 2
The following is a DFT calculation (the ωB97M-V functional and the def2-TZVPD basis) of C3H10N2Si as an isolated structure in a non-equilibrium geometry.

```
16
C3H10N2Si | the Open Molecules 2025 dataset | the ωB97M-V functional and the def2-TZVPD basis
C 0.5293 -0.5188 -1.3445
C 1.6275 -0.7063 -0.2765
C -1.9187 0.8178 0.6773
N -0.1427 0.6822 -1.1760
N -0.4202 0.8535 0.6122
Si 0.5018 -0.5097 1.1739
H 0.7170 -0.6688 -2.4771
H -0.1673 -1.2869 -1.0730
H 2.1567 -1.5877 -0.3286
H 2.4215 0.0781 -0.5264
H -2.1309 1.5363 -0.1143
H -2.2864 -0.1878 0.4517
H -2.2458 1.2993 1.5526
H 0.3823 1.5557 -1.1634
H -0.3448 -1.4885 1.8839
H 1.3207 0.1316 2.1282
```

HOMO-LUMO gap (spin up / spin down) (hartree): 0.2425 / 0.2586
M (g mol⁻¹): 102.21
Highest occupied orbital energy (spin up / spin down) (eV): -5.553 / -8.762
Lowest unoccupied orbital energy (spin up / spin down) (eV): 1.04 / -1.73
Charge: 0
2S+1: 3

Record 3
The following is a DFT calculation (the ωB97M-V functional and the def2-TZVPD basis) of a 2-piece molecular cluster, C3H10N3 overall in a non-equilibrium geometry.

```
16
C3H10N3 | the Open Molecules 2025 dataset | the ωB97M-V functional and the def2-TZVPD basis
C 0.5996 -1.0609 0.4643
C 0.3011 1.9624 -0.1557
C -1.6682 0.6124 -0.5882
N 1.5698 -1.2539 1.3216
N 0.2337 -1.9971 -0.3645
N -0.6457 0.9916 0.2768
H -0.2810 2.8596 -0.0057
H 0.7448 2.0495 -1.1671
H 1.1227 1.9518 0.5546
H -2.1254 -0.4225 -0.2901
H -1.4745 0.7285 -1.5868
H -2.5419 1.3084 -0.2151
H 2.1388 -2.1432 1.1451
H 1.8828 -0.7403 2.0409
H 0.7117 -2.9374 -0.3634
H -0.5684 -1.9090 -1.0667
```

HOMO-LUMO gap (spin up / spin down) (hartree): 0.2911 / 0.3231
M (g mol⁻¹): 88.13
Highest occupied orbital energy (spin up / spin down) (eV): -13.617 / -13.891
Lowest unoccupied orbital energy (spin up / spin down) (eV): -5.70 / -5.10
Charge: +1